(1)
Computed, not measured: a cluster of 2 separate species, C4H9FN in total in a non-equilibrium geometry, with ωB97M-V/def2-TZVPD.

Structure (XYZ):
```
15
Properties=species:S:1:pos:R:3
C -0.143 -0.893 0.322
C -3.377 -0.564 -0.087
C 2.092 -0.972 -0.250
C 0.913 1.145 0.079
N 0.870 -0.261 -0.076
F -0.098 -2.238 0.234
H -3.538 -1.235 -0.925
H -4.025 -0.585 0.787
H -2.543 0.212 -0.099
H 2.511 -1.348 0.628
H 2.834 -0.290 -0.651
H 1.825 -1.810 -0.803
H 0.222 1.453 1.008
H 0.360 1.722 -0.792
H 1.877 1.466 0.295
```

Values from the calculation:
**Net charge**: +1
**LUMO energy (alpha / beta)**: -7.892 / -5.695 eV
**E_tot**: -311.9461 a.u.
**HOMO-LUMO gap (alpha / beta)**: 5.5 / 9.9 eV

---

(2)
Computed, not measured: the molecule C10H8N2 in a non-equilibrium geometry, with ωB97M-V/def2-TZVPD.

Structure (XYZ):
```
20
Properties=species:S:1:pos:R:3
C -2.931 -1.571 -1.012
C -1.793 -2.384 -0.756
C -0.630 -1.736 -0.376
C -0.570 -0.305 -0.228
C -1.782 0.441 -0.416
C -2.880 -0.195 -0.787
C 0.607 0.384 0.277
C 1.739 2.239 0.931
C 2.962 1.581 0.976
C 2.889 0.255 0.617
H -3.973 -2.067 -1.354
H -1.916 -3.491 -0.859
H 0.118 -2.414 -0.139
H -1.571 1.628 -0.304
H -3.760 0.152 -1.111
H 1.456 3.339 1.041
H 4.030 2.302 1.137
H 3.635 -0.400 0.668
N 0.552 1.628 0.573
N 1.779 -0.386 0.222
```

Values from the calculation:
**Net charge**: 0
**LUMO energy**: 0.199 eV
**E_tot**: -495.2902 a.u.
**HOMO-LUMO gap**: 8.9 eV
**SMILES string**: c1ccc(-c2ncccn2)cc1

---

(3)
Computed, not measured: a structure of composition C11H9ClCsN3O4 in a non-equilibrium geometry, with ωB97M-V/def2-TZVPD.

Structure (XYZ):
```
29
Properties=species:S:1:pos:R:3
Cs 0.191 -0.267 0.292
O 2.219 3.273 -0.666
Cl 1.740 2.546 0.473
O 2.045 3.216 1.702
O 2.326 1.200 0.482
O 0.286 2.359 0.362
C -4.365 2.242 2.649
C -3.532 2.547 1.585
C -3.103 1.535 0.735
C -3.486 0.226 0.990
C -4.314 -0.091 2.058
C -4.765 0.926 2.879
N -2.899 -0.749 0.110
N -2.826 -1.891 0.583
C -2.182 -2.820 -0.307
C -2.789 -3.256 -1.471
C -2.088 -4.142 -2.273
C -0.818 -4.551 -1.884
C -0.323 -4.053 -0.691
N -0.973 -3.198 0.098
H -4.708 3.031 3.304
H -3.210 3.565 1.411
H -2.460 1.763 -0.106
H -4.592 -1.123 2.226
H -5.421 0.697 3.708
H -3.776 -2.902 -1.731
H -2.524 -4.500 -3.197
H -0.234 -5.232 -2.484
H 0.662 -4.343 -0.339
```

Values from the calculation:
**Net charge**: 0
**LUMO energy**: -0.810 eV
**E_tot**: -1369.8600 a.u.
**HOMO-LUMO gap**: 9.0 eV

---

(4)
Computed, not measured: a structure of composition C5H9OP in a non-equilibrium geometry, with ωB97M-V/def2-TZVPD.

Structure (XYZ):
```
16
Properties=species:S:1:pos:R:3
C -1.719 -0.324 -0.269
C -0.269 -0.915 -0.133
C -1.716 1.018 0.339
C 0.731 0.260 -0.168
C 2.665 -0.248 0.192
O 0.492 1.178 -1.193
P 0.014 1.838 0.261
H -2.037 -0.189 -1.320
H -2.298 -1.099 0.282
H -0.174 -1.401 0.794
H 0.045 -1.659 -0.807
H -2.545 1.654 -0.141
H -1.811 0.838 1.422
H 3.234 0.112 -0.530
H 2.495 -1.359 0.148
H 2.894 0.296 1.123
```

Values from the calculation:
**Net charge**: 0
**LUMO energy**: 0.981 eV
**E_tot**: -612.3994 a.u.
**HOMO-LUMO gap**: 10.1 eV

---

(5)
Computed, not measured: a structure of composition C5H13N3 in a non-equilibrium geometry, with ωB97M-V/def2-TZVPD.

Structure (XYZ):
```
21
Properties=species:S:1:pos:R:3
C 0.641 -0.153 0.270
C -0.479 2.480 0.709
C 1.272 -0.868 1.440
N 0.926 -1.477 -1.183
N -0.667 1.090 1.061
C -0.727 -0.253 -0.044
N 0.677 -1.174 -2.554
C -1.848 -0.790 -0.456
H 0.883 -2.488 -1.043
H -1.133 0.927 1.949
H 1.237 0.581 -0.264
H 1.129 -0.293 -2.781
H -0.316 -1.028 -2.766
H -0.065 2.551 -0.302
H -1.426 3.031 0.727
H 0.206 2.982 1.403
H 2.036 -1.552 1.066
H 0.539 -1.444 2.008
H 1.753 -0.146 2.101
H -2.799 -0.319 -0.234
H -1.838 -1.657 -1.106
```

Values from the calculation:
**Net charge**: 0
**LUMO energy**: 0.895 eV
**E_tot**: -362.3366 a.u.
**HOMO-LUMO gap**: 7.5 eV

---

(6)
Computed, not measured: a structure of composition C40H29N3O9Pt in a non-equilibrium geometry, with ωB97M-V/def2-TZVPD.

Structure (XYZ):
```
82
Properties=species:S:1:pos:R:3
Pt -0.050 -0.091 -0.144
O 1.403 -0.212 1.778
C 2.309 0.760 1.982
C 2.100 1.970 0.980
C 0.716 2.504 1.087
C 0.489 3.743 1.671
C -0.798 4.228 1.806
C -1.846 3.418 1.400
C -1.585 2.183 0.837
C -2.686 1.254 0.438
C -2.671 -0.046 1.302
O -1.537 -0.775 1.093
C -3.907 -0.872 0.863
C -3.689 -2.079 0.209
C -4.759 -2.851 -0.220
C -6.063 -2.425 -0.005
C -6.287 -1.225 0.657
C -5.216 -0.457 1.091
C -2.831 0.239 2.807
C -3.497 1.333 3.349
C -3.621 1.479 4.726
C -3.095 0.526 5.582
C -2.436 -0.576 5.050
C -2.301 -0.712 3.679
N -0.321 1.752 0.635
C 3.716 0.159 1.819
C 4.048 -0.876 2.695
C 5.230 -1.582 2.554
C 6.107 -1.274 1.518
C 5.798 -0.236 0.657
C 4.613 0.481 0.810
C 2.162 1.382 3.388
C 0.950 1.249 4.053
C 0.746 1.865 5.281
C 1.760 2.617 5.862
C 2.983 2.735 5.213
C 3.181 2.123 3.983
H 2.829 2.758 1.179
H 2.246 1.579 -0.019
H 1.332 4.335 1.999
H -0.985 5.212 2.217
H -2.869 3.754 1.506
H -3.653 1.760 0.486
H -2.516 0.908 -0.586
H -2.661 -2.383 0.048
H -4.575 -3.790 -0.729
H -6.901 -3.021 -0.347
H -7.302 -0.885 0.833
H -5.408 0.470 1.621
H -3.922 2.093 2.705
H -4.133 2.346 5.129
H -3.195 0.642 6.655
H -2.024 -1.331 5.709
H -1.763 -1.543 3.242
H 3.346 -1.138 3.477
H 5.462 -2.392 3.237
H 7.013 -1.853 1.374
H 6.470 0.016 -0.156
H 4.408 1.287 0.120
H 0.178 0.647 3.586
H -0.207 1.758 5.788
H 1.606 3.098 6.822
H 3.785 3.307 5.669
H 4.135 2.218 3.474
O 1.337 -3.690 -1.557
C 1.181 -2.474 -1.455
O 0.134 -1.952 -0.933
C 2.244 -1.584 -2.085
C 3.295 -2.221 -2.704
C 4.295 -1.520 -3.383
C 4.253 -0.125 -3.417
C 3.214 0.517 -2.815
C 2.150 -0.162 -2.140
O 1.212 0.554 -1.657
N 3.160 1.971 -2.892
O 2.462 2.472 -3.744
O 3.840 2.614 -2.119
N 5.317 -2.198 -4.091
O 6.187 -1.539 -4.658
O 5.309 -3.421 -4.125
H 3.324 -3.301 -2.677
H 5.023 0.424 -3.943
```

Values from the calculation:
**Net charge**: -2
**LUMO energy**: 4.200 eV
**E_tot**: -2502.3631 a.u.
**HOMO-LUMO gap**: 5.3 eV

---

Asked for energy relative to the best compared isomer or geometry (same formula, charge and spin) across the records above, the calculation gives 144.64 49.54 0.00 61.20 154.16 11.04 kcal/mol in order.